No. 1
Here is a 4-piece molecular cluster, C25H67Cl2N10O3P4 overall in a non-equilibrium geometry from the Open Molecules 2025 dataset. Energies are from the ωB97M-V functional and the def2-TZVPD basis.

Atoms and positions in Å:
C 2.67 -1.74 4.67
C 3.79 -1.31 3.61
P 3.41 0.21 2.57
C 4.22 1.78 3.24
C 4.02 1.98 4.83
N 1.75 0.39 2.11
C 0.93 1.09 3.06
Cl 1.07 2.90 3.44
C -0.11 0.43 3.76
C -1.04 1.20 4.82
Cl -0.51 -1.33 3.52
H 2.00 -2.49 4.15
H 2.09 -0.87 5.11
H 3.12 -2.32 5.55
H 4.02 -2.17 2.91
H 4.75 -1.10 4.20
H 3.89 2.69 2.65
H 5.35 1.65 3.09
H 3.91 3.10 5.00
H 2.99 1.55 5.06
H 4.84 1.51 5.45
H -1.81 1.76 4.22
H -1.61 0.42 5.43
H -0.44 1.86 5.52
O 6.24 -0.65 -0.63
P 5.99 -0.35 -2.13
N 7.15 0.91 -2.17
C 7.05 2.26 -2.66
C 8.52 0.44 -2.31
N 4.37 0.17 -1.85
C 4.07 1.48 -1.29
C 3.57 -0.83 -1.12
N 5.71 -0.16 -3.89
C 4.75 0.75 -4.50
C 5.55 -1.48 -4.51
H 7.16 2.32 -3.75
H 7.83 2.89 -2.22
H 6.12 2.75 -2.38
H 8.76 0.22 -3.37
H 8.69 -0.47 -1.73
H 9.24 1.18 -1.94
H 4.68 1.71 -0.41
H 3.02 1.56 -0.99
H 4.19 2.27 -2.04
H 3.75 -0.79 -0.04
H 3.79 -1.84 -1.47
H 2.50 -0.67 -1.29
H 3.71 0.45 -4.32
H 4.90 0.77 -5.58
H 4.88 1.78 -4.17
H 4.58 -1.93 -4.24
H 6.34 -2.16 -4.17
H 5.62 -1.43 -5.60
O -4.27 1.94 3.27
P -5.79 1.74 3.09
N -5.68 1.68 1.38
C -6.43 2.39 0.37
C -5.28 0.38 0.87
N -6.16 3.31 3.74
C -5.98 4.52 2.95
C -5.56 3.53 5.06
N -7.55 1.41 3.01
C -8.60 2.40 2.88
C -7.92 0.49 4.09
H -7.41 1.94 0.18
H -5.88 2.39 -0.58
H -6.56 3.45 0.60
H -6.14 -0.31 0.82
H -4.52 -0.08 1.51
H -4.84 0.45 -0.12
H -5.01 4.55 2.44
H -6.06 5.42 3.57
H -6.78 4.64 2.22
H -4.50 3.82 4.99
H -5.62 2.63 5.67
H -6.10 4.32 5.60
H -8.71 3.02 3.78
H -9.55 1.90 2.70
H -8.45 3.06 2.02
H -7.90 0.99 5.07
H -7.22 -0.35 4.14
H -8.92 0.06 3.93
O 0.48 -2.00 -1.89
P -0.19 -3.03 -2.82
N 0.39 -2.29 -4.24
C -0.30 -1.90 -5.44
C 1.77 -2.65 -4.56
N -1.79 -2.55 -2.35
C -2.40 -1.33 -2.86
C -1.98 -2.58 -0.89
N -0.92 -4.35 -3.79
C -2.25 -4.34 -4.37
C -0.73 -5.64 -3.09
H -0.47 -2.74 -6.12
H 0.28 -1.15 -5.99
H -1.25 -1.41 -5.24
H 1.82 -3.62 -5.07
H 2.38 -2.71 -3.65
H 2.24 -1.89 -5.19
H -1.72 -0.48 -2.82
H -3.31 -1.08 -2.31
H -2.74 -1.47 -3.89
H -1.58 -1.68 -0.41
H -1.50 -3.45 -0.45
H -3.05 -2.65 -0.65
H -3.04 -4.40 -3.61
H -2.37 -5.20 -5.03
H -2.43 -3.47 -4.99
H -1.38 -5.72 -2.21
H 0.30 -5.74 -2.76
H -0.93 -6.49 -3.76

DFT total energy   -110243.511 eV
Frontier orbital gap   3.109 eV
E_LUMO   0.0199 hartree
Charge   -1

No. 2
Here is a 9-piece molecular cluster, C25H68N2O11P overall from the Open Molecules 2025 dataset. Energies are from the ωB97M-V functional and the def2-TZVPD basis.

Atoms and positions in Å:
N -1.78 2.91 -2.27
P -1.46 2.76 -3.92
O -0.08 1.83 -3.97
C -2.76 1.56 -4.59
C -4.15 1.93 -4.06
C -4.96 0.89 -3.24
C -4.35 -0.50 -3.05
C -2.85 -0.44 -3.09
C -2.15 -1.76 -2.74
C -1.65 -1.80 -1.30
C -2.13 -3.01 -0.51
C -3.56 -2.75 -0.10
O -3.86 -1.83 0.59
O -4.52 -3.57 -0.60
N -2.49 0.08 -4.45
H -1.90 3.88 -2.01
H -1.07 2.50 -1.66
H -0.10 1.13 -3.30
H -2.72 1.75 -5.65
H -4.75 2.22 -4.91
H -4.06 2.83 -3.45
H -5.14 1.30 -2.25
H -5.94 0.79 -3.69
H -4.72 -1.22 -3.78
H -4.63 -0.88 -2.08
H -2.54 0.34 -2.39
H -2.83 -2.59 -2.94
H -1.30 -1.91 -3.41
H -0.57 -1.74 -1.29
H -2.01 -0.93 -0.76
H -2.02 -3.94 -1.06
H -1.57 -3.06 0.42
H -4.14 -4.02 -1.36
H -3.09 -0.40 -5.13
H -1.53 -0.15 -4.72
C 1.54 1.16 1.22
C 0.31 1.45 0.38
O 0.24 2.82 0.02
H 1.54 1.76 2.13
H 1.58 0.10 1.51
H 2.44 1.40 0.66
H -0.60 1.22 0.95
H 0.32 0.84 -0.53
H 1.04 3.03 -0.48
C -5.24 -4.97 3.57
C -6.49 -4.65 2.78
O -6.58 -3.26 2.49
H -5.22 -4.41 4.51
H -5.18 -6.04 3.80
H -4.35 -4.69 3.00
H -7.38 -4.91 3.35
H -6.51 -5.22 1.85
H -5.80 -3.04 1.96
C -3.03 -4.22 7.33
C -2.78 -5.24 6.24
O -1.49 -5.84 6.34
H -2.27 -3.44 7.29
H -4.01 -3.76 7.22
H -2.98 -4.68 8.32
H -2.81 -4.77 5.26
H -3.55 -6.03 6.27
H -1.43 -6.28 7.20
C 3.81 -0.63 -2.76
C 2.65 -0.11 -1.94
O 2.51 1.31 -2.07
H 4.74 -0.15 -2.46
H 3.92 -1.71 -2.64
H 3.66 -0.42 -3.82
H 2.81 -0.31 -0.88
H 1.71 -0.60 -2.24
H 2.37 1.48 -3.01
C 6.79 -1.88 -0.44
C 7.49 -1.82 -1.78
O 7.76 -0.47 -2.17
H 5.87 -1.31 -0.48
H 6.56 -2.91 -0.16
H 7.42 -1.45 0.34
H 6.86 -2.24 -2.57
H 8.43 -2.39 -1.76
H 8.33 -0.08 -1.50
C -2.63 2.97 3.16
C -2.86 3.68 1.84
O -1.86 4.66 1.60
H -2.63 3.68 3.98
H -3.40 2.22 3.35
H -1.66 2.47 3.15
H -3.81 4.20 1.83
H -2.87 2.95 1.01
H -1.01 4.20 1.58
C 1.48 5.43 4.89
C 0.80 4.44 3.97
O 0.75 3.13 4.54
H 2.49 5.10 5.12
H 1.53 6.42 4.44
H 0.94 5.51 5.83
H 1.35 4.35 3.03
H -0.22 4.77 3.74
H 0.26 3.20 5.36
C 10.30 2.64 -2.86
C 9.32 2.68 -4.02
O 9.42 1.53 -4.84
H 11.32 2.54 -3.23
H 10.22 3.53 -2.24
H 10.10 1.77 -2.22
H 9.54 3.54 -4.66
H 8.29 2.79 -3.65
H 9.21 0.76 -4.29

DFT total energy   -61812.595 eV
Frontier orbital gap   8.343 eV
E_LUMO   -0.1111 hartree
Charge   +1

Question: What is the frontier orbital gap in the first record?
Answer: 3.109 eV